# 1
77
Properties=species:S:1:pos:R:3:forces:R:3:mulliken_charge:R:1 method="wB97M-V/def2-TZVPD" largest_force_ev_per_a=3.08 charge=-1 multiplicity=1 e_tot_ev=-213090.261 homo_ha=-0.198
Be -1.846 -0.213 -0.171 -1.05 -1.03 1.16 -1.526
O -7.312 0.023 1.669 0.53 0.40 -2.76 -0.379
C -6.068 0.138 1.122 -2.34 -0.95 -0.08 0.720
C -5.766 0.120 -0.257 -1.17 0.26 -0.28 -0.659
C -4.439 0.201 -0.630 -0.97 -0.43 -0.61 -0.462
N -3.423 0.295 0.239 -0.41 0.87 -0.09 0.507
C -3.808 0.467 1.493 1.12 -0.57 0.61 0.645
Br -2.568 1.056 2.750 1.06 0.08 0.22 -0.081
C -5.030 0.237 2.004 -0.60 0.91 1.85 -0.806
H -8.026 0.028 0.919 1.16 -0.32 1.73 0.181
H -6.631 0.054 -0.974 1.27 0.01 0.62 0.360
H -4.187 0.180 -1.682 0.21 -0.14 0.00 0.467
H -5.191 0.362 3.096 -0.06 -0.23 -1.09 0.403
Cl -11.686 0.230 -1.921 0.05 0.37 -0.01 -0.418
Ge -11.264 -1.046 -0.124 1.00 -0.63 0.12 0.489
Cl -8.966 -1.637 -0.797 -0.56 0.00 -0.08 -0.520
Cl -10.192 0.239 1.487 -0.71 0.44 -0.08 -0.486
C -1.532 -3.824 -0.307 0.70 -1.11 -0.86 -1.397
C -0.902 -2.485 -0.306 -0.15 0.90 1.34 0.864
O -1.729 -1.684 0.345 0.62 0.75 -0.63 -0.243
N 0.277 -2.258 -0.771 -0.57 -1.04 -0.19 -0.664
Te 1.178 -0.560 -1.136 -0.06 -0.08 1.06 0.885
C 3.174 -1.618 -0.794 -0.14 -0.82 -0.29 -0.675
C 3.517 -2.443 -1.900 1.33 1.39 0.93 0.683
C 2.545 -2.750 -2.952 -2.00 0.30 -0.18 -1.625
C 4.850 -2.855 -2.059 -2.01 0.78 1.68 -1.202
C 5.782 -2.626 -1.092 0.63 -0.59 -0.08 0.928
C 7.155 -3.210 -1.274 0.42 2.68 0.03 -1.764
C 5.424 -1.941 0.056 0.06 -0.89 -1.24 -0.804
C 4.147 -1.479 0.219 -1.08 2.11 1.48 1.675
C 3.953 -0.677 1.582 0.72 -0.97 -1.29 -0.636
C 1.397 0.510 0.684 0.27 2.02 0.48 1.669
C 0.958 0.239 1.979 -0.52 -1.40 -0.69 1.082
C 0.622 -1.164 2.436 0.23 0.39 1.01 -1.850
C 0.809 1.235 2.918 0.31 1.38 1.21 -1.389
C 1.322 2.564 2.747 -0.84 -2.02 0.64 0.392
C 1.306 3.582 3.880 0.05 -1.14 -0.36 -1.570
C 1.910 2.774 1.517 1.22 0.80 -0.01 -0.786
C 1.916 1.809 0.520 0.20 -0.56 0.05 0.610
C 2.629 2.136 -0.731 1.06 -0.76 -1.40 -2.125
H -0.825 -4.619 -0.618 -0.72 0.44 -0.43 0.323
H -2.463 -3.690 -0.887 0.49 -0.64 -0.01 0.298
H -1.822 -4.076 0.693 -0.28 0.08 0.67 0.286
H 2.519 -1.998 -3.767 -0.20 -0.26 0.48 0.246
H 1.546 -2.938 -2.493 0.45 0.74 -0.46 0.244
H 2.685 -3.693 -3.402 0.86 -1.17 -0.75 0.510
H 5.067 -3.500 -2.826 0.62 -1.34 -2.06 0.467
H 7.204 -3.962 -2.007 -0.15 -1.33 -0.60 0.380
H 7.565 -3.479 -0.322 0.41 -0.49 0.38 0.390
H 7.802 -2.400 -1.699 -0.20 -0.48 0.46 0.290
H 6.171 -1.866 0.796 0.58 0.34 1.04 0.396
H 4.804 -1.021 2.215 -0.82 0.50 -0.15 0.427
H 2.989 -0.867 2.041 0.36 -0.27 0.12 -0.177
H 4.001 0.409 1.413 0.20 -0.33 0.09 0.200
H -0.350 -1.039 2.866 -0.83 -0.47 0.39 0.647
H 1.293 -1.457 3.288 -0.41 0.11 -0.86 0.386
H 0.561 -1.946 1.690 0.34 0.11 -0.17 0.015
H 0.327 0.937 3.887 0.64 0.40 -0.82 0.561
H 1.639 3.156 4.859 0.06 0.41 -0.94 0.325
H 0.315 3.975 4.043 -0.47 0.13 -0.03 0.289
H 1.913 4.377 3.494 0.53 0.70 0.52 0.420
H 2.572 3.646 1.285 -1.03 -0.41 0.50 0.160
H 1.881 2.036 -1.525 0.31 0.40 -0.35 0.289
H 3.434 1.336 -0.957 -0.94 1.35 0.33 0.201
H 3.062 3.157 -0.772 -0.24 -0.72 0.08 0.490
N -0.863 0.407 -1.045 1.23 -1.05 -1.67 0.652
C -0.833 1.602 -1.662 1.01 2.16 1.95 -0.270
C -0.727 2.725 -0.761 -0.69 0.08 -0.24 0.573
C -0.639 4.015 -1.220 0.00 0.05 -0.24 -0.666
C -0.613 4.310 -2.582 0.36 -1.67 0.46 -0.631
C -0.572 3.223 -3.449 -0.81 0.83 -0.70 -0.608
C -0.670 1.889 -3.005 -0.07 1.15 -0.56 -0.396
H -0.794 2.551 0.321 0.11 -0.14 -0.51 0.116
H -0.570 4.842 -0.550 -0.08 0.35 0.67 0.427
H -0.588 5.332 -2.866 0.05 0.59 -0.62 0.441
H -0.638 3.492 -4.521 0.36 -0.65 0.53 0.293
H -0.691 1.120 -3.739 -0.01 -0.69 -0.42 0.515

# 2
73
Properties=species:S:1:pos:R:3:forces:R:3:mulliken_charge:R:1 method="wB97M-V/def2-TZVPD" largest_force_ev_per_a=0.13 charge=+3 multiplicity=2 e_tot_ev=-131541.020 homo_ha="-0.645 / -0.645" s2=0.764
Re 0.005 0.313 -0.420 0.00 -0.02 -0.12 -0.011
C -0.665 -0.244 1.654 0.00 0.04 0.04 2.006
C -1.831 0.117 0.881 -0.01 0.01 0.01 0.858
C -1.983 -0.853 -0.165 -0.04 0.03 0.03 -0.347
C -0.959 -1.833 -0.013 -0.03 0.00 -0.04 0.149
C -0.110 -1.424 1.059 0.04 -0.04 0.01 0.334
C 1.020 -2.230 1.611 0.00 -0.01 0.01 -1.596
C -0.934 -3.165 -0.669 0.01 -0.01 0.00 -1.248
C -3.160 -0.973 -1.078 0.00 -0.01 -0.01 -1.267
C -2.859 1.140 1.243 0.01 -0.01 -0.01 -1.593
C -0.292 0.276 3.004 0.02 -0.03 -0.01 -1.831
H 1.674 -1.637 2.248 0.00 0.00 0.00 0.353
H 1.618 -2.692 0.826 0.00 0.00 0.00 0.415
H 0.608 -3.034 2.226 0.00 0.00 0.00 0.382
H -1.398 -3.165 -1.651 -0.01 0.00 -0.02 0.404
H -1.517 -3.835 -0.028 0.00 0.00 0.00 0.387
H 0.069 -3.581 -0.739 0.00 0.00 0.00 0.414
H -2.898 -1.421 -2.037 0.01 -0.01 0.01 0.379
H -3.649 -0.015 -1.248 0.00 0.00 0.00 0.405
H -3.900 -1.629 -0.610 0.01 0.00 0.00 0.375
H -3.240 1.673 0.372 0.00 0.00 0.00 0.415
H -2.482 1.865 1.961 0.01 0.00 0.00 0.262
H -3.705 0.630 1.711 0.00 0.01 0.00 0.358
H 0.783 0.402 3.126 -0.01 0.00 0.00 0.422
H -0.623 -0.446 3.755 0.01 -0.01 0.00 0.358
H -0.784 1.217 3.226 0.00 0.00 0.00 0.344
F 6.738 -0.735 -2.511 0.02 -0.01 0.00 -0.215
C 5.435 -0.722 -2.515 0.01 0.02 0.02 0.478
C 4.730 -1.123 -3.641 -0.01 -0.02 -0.02 0.343
F 5.371 -1.507 -4.715 0.01 0.00 -0.01 -0.225
C 3.338 -1.098 -3.635 0.02 0.01 -0.03 0.084
F 2.715 -1.430 -4.751 -0.03 -0.02 -0.02 -0.320
C 2.621 -0.703 -2.509 -0.03 0.01 -0.04 -0.334
P 0.823 -0.680 -2.435 0.01 0.07 0.11 1.949
C 0.267 0.983 -2.839 0.00 -0.09 0.02 0.458
C 1.119 1.997 -3.319 0.05 0.00 0.01 -1.007
C 0.598 3.232 -3.631 -0.02 0.02 0.00 -1.070
C -0.757 3.514 -3.406 0.01 -0.02 -0.01 -0.559
C -1.595 2.551 -2.882 0.01 0.03 -0.02 -1.432
C -1.099 1.270 -2.607 -0.10 -0.03 0.02 0.602
C 0.158 -1.962 -3.468 0.00 -0.01 -0.03 0.911
C 0.764 -3.221 -3.418 -0.01 0.00 -0.01 -0.584
C 0.267 -4.246 -4.203 -0.01 0.00 0.00 -0.886
C -0.830 -4.020 -5.028 0.00 -0.01 0.00 -0.703
C -1.426 -2.766 -5.083 0.00 0.01 0.01 -0.785
C -0.933 -1.728 -4.307 -0.01 0.00 0.00 -0.601
C 3.365 -0.286 -1.410 0.02 0.02 0.07 -0.011
Br 2.486 0.445 0.123 0.00 0.00 0.01 0.138
C 4.739 -0.280 -1.389 0.01 -0.01 0.00 0.378
F 5.399 0.138 -0.326 0.01 0.01 0.01 -0.281
H 2.166 1.783 -3.498 -0.01 0.02 0.01 0.589
H 1.239 3.990 -4.065 0.00 0.00 0.00 0.518
H -1.153 4.485 -3.675 0.01 0.01 0.01 0.486
H -2.651 2.754 -2.756 0.01 -0.01 0.00 0.637
H -1.810 0.473 -2.423 0.06 0.00 0.00 0.021
H 1.627 -3.402 -2.787 0.00 0.00 0.00 0.548
H 0.739 -5.219 -4.180 0.00 0.00 0.00 0.502
H -1.211 -4.822 -5.645 0.00 0.00 0.00 0.474
H -2.259 -2.590 -5.749 0.00 0.00 0.00 0.498
H -1.376 -0.744 -4.393 0.01 -0.01 0.00 0.458
C 1.600 4.106 -0.596 0.03 -0.06 -0.02 -1.230
Sb 0.121 2.970 0.421 -0.02 0.07 0.02 0.625
C 0.848 3.316 2.381 0.06 -0.01 -0.02 -1.300
C -1.580 4.223 0.310 -0.02 -0.01 0.01 -1.290
H 2.015 4.789 0.144 0.01 0.00 -0.01 0.603
H 1.157 4.681 -1.403 -0.03 -0.01 0.01 0.379
H 2.392 3.470 -0.986 0.00 0.01 0.00 0.317
H 1.140 4.366 2.395 0.00 0.00 0.02 0.559
H 1.731 2.704 2.564 -0.01 0.03 0.04 0.425
H 0.111 3.145 3.158 -0.04 -0.01 -0.04 0.420
H -1.211 5.242 0.200 0.00 0.00 0.00 0.497
H -2.161 4.153 1.226 0.01 -0.01 0.00 0.466
H -2.201 3.969 -0.544 -0.01 0.01 0.01 0.343

# 3
77
Properties=species:S:1:pos:R:3:forces:R:3:mulliken_charge:R:1 method="wB97M-V/def2-TZVPD" largest_force_ev_per_a=1.27 charge=+1 multiplicity=1 e_tot_ev=-94577.244 homo_ha=-0.399
C 3.295 -2.431 3.764 -0.08 -0.32 0.31 -0.638
C 3.873 -3.755 3.299 -0.13 0.41 0.16 -0.472
S 4.727 -3.702 1.706 -0.01 -0.01 -0.12 -0.097
C 3.328 -3.617 0.600 0.24 -0.31 0.07 -0.827
N 2.917 -2.276 0.066 -0.22 0.18 0.01 0.328
C 3.590 -1.170 0.385 0.15 0.16 -0.10 -0.021
C 3.243 0.082 -0.099 -0.36 0.12 0.05 0.002
C 4.051 1.266 0.253 0.08 -0.01 0.26 -0.261
Cl 4.530 2.233 -1.087 0.10 0.13 -0.26 -0.145
C 4.439 1.646 1.472 -0.06 0.00 -0.20 0.581
C 5.288 2.835 1.761 0.23 -0.15 -0.05 -1.447
Cl 3.928 0.748 2.851 -0.19 -0.02 0.16 -0.187
C 2.121 0.159 -0.918 -0.15 -0.22 0.06 0.296
C 1.580 1.437 -1.507 -0.04 0.15 0.01 -0.471
O 1.700 1.665 -2.668 0.02 0.09 -0.05 -0.509
O 0.971 2.256 -0.628 0.11 -0.06 -0.28 -0.271
C -0.151 1.694 0.092 -0.33 -0.09 0.58 0.897
N -0.096 2.047 1.488 0.27 -0.18 -0.15 -0.590
C 1.427 -1.006 -1.234 0.22 0.03 -0.17 0.133
C 1.836 -2.225 -0.764 0.08 -0.23 0.30 -0.027
P 0.848 -3.704 -1.297 -0.80 0.00 -0.99 0.823
N -0.095 -3.528 -2.518 0.47 0.40 0.58 -0.804
H 4.041 -1.645 3.753 0.01 0.05 -0.13 0.247
H 2.409 -2.159 3.193 0.06 0.21 -0.20 -0.039
H 2.968 -2.545 4.796 -0.10 -0.01 0.11 0.508
H 3.087 -4.502 3.247 0.08 -0.26 0.03 0.194
H 4.627 -4.077 4.010 0.14 -0.23 -0.04 0.456
H 2.468 -4.057 1.099 -0.20 0.07 0.03 0.237
H 3.568 -4.227 -0.264 0.05 0.00 -0.16 0.481
H 4.441 -1.281 1.036 0.08 -0.24 0.06 0.868
H 6.189 2.791 1.154 0.06 0.08 -0.13 0.371
H 5.592 2.841 2.799 -0.08 0.10 0.15 0.446
H 4.762 3.753 1.514 -0.05 0.13 0.02 0.341
H -0.182 0.609 -0.003 0.04 -0.12 -0.14 -0.607
H -1.048 2.078 -0.385 0.01 0.28 -0.11 0.186
H 0.667 2.693 1.649 -0.17 0.27 0.03 0.268
H 0.093 1.233 2.056 0.05 -0.02 0.08 0.263
H 0.564 -0.948 -1.879 -0.12 -0.06 -0.03 0.081
H 0.190 -4.076 -0.116 0.31 -0.13 0.16 -0.019
H 1.827 -4.688 -1.503 0.17 -0.06 0.34 0.082
H -0.096 -2.629 -2.979 -0.20 -0.15 -0.27 0.284
F 0.655 -4.575 3.076 0.06 -0.03 0.05 -0.337
C -0.401 -4.120 2.360 -0.03 0.09 -0.02 0.237
C -0.579 -2.755 2.250 0.11 0.08 -0.03 -0.205
C -1.634 -2.286 1.476 0.04 -0.04 -0.04 -0.232
C -2.484 -3.179 0.839 -0.02 0.00 -0.04 -0.604
C -2.284 -4.547 0.976 -0.01 0.07 0.01 -0.356
C -1.230 -5.031 1.741 0.00 -0.12 0.03 -0.602
H 0.094 -2.079 2.763 -0.03 -0.03 0.05 0.495
H -1.792 -1.221 1.374 -0.03 0.01 0.01 0.375
H -3.303 -2.810 0.239 0.01 0.00 -0.03 0.415
H -2.948 -5.243 0.483 0.00 -0.01 -0.02 0.410
H -1.048 -6.091 1.851 -0.01 0.00 0.04 0.431
F -2.145 -0.684 -1.419 0.17 -0.08 0.06 0.000
C -3.102 -0.003 -2.108 -0.08 0.14 -0.09 0.465
C -2.907 0.235 -3.452 0.12 -0.03 -0.02 -0.366
C -3.874 0.955 -4.139 -0.02 0.03 0.06 -0.549
C -4.999 1.423 -3.475 -0.03 0.06 -0.02 -0.680
C -5.166 1.167 -2.122 -0.01 0.03 -0.06 -0.531
C -4.213 0.440 -1.424 0.03 0.00 0.13 -0.345
H -2.015 -0.129 -3.944 -0.01 -0.02 -0.01 0.385
H -3.742 1.157 -5.193 0.00 -0.01 -0.01 0.400
H -5.742 1.998 -4.009 -0.01 -0.01 -0.01 0.429
H -6.036 1.543 -1.602 -0.02 -0.02 0.01 0.409
H -4.321 0.229 -0.369 0.01 0.01 0.01 0.398
F -5.148 5.824 -3.006 -0.01 -0.01 0.00 -0.324
C -4.167 5.655 -2.099 0.05 -0.01 0.07 0.394
C -4.296 6.243 -0.857 -0.07 0.04 0.04 -0.574
C -3.283 6.058 0.073 0.03 -0.03 -0.03 -0.277
C -2.164 5.301 -0.248 0.01 -0.02 0.01 -0.656
C -2.059 4.723 -1.505 -0.04 0.01 0.06 -0.179
C -3.068 4.895 -2.442 0.06 -0.13 -0.12 -0.576
H -5.173 6.834 -0.630 -0.01 -0.01 -0.02 0.437
H -3.370 6.509 1.053 -0.01 0.02 0.01 0.375
H -1.376 5.164 0.482 0.00 0.00 0.01 0.385
H -1.186 4.136 -1.764 0.03 0.02 -0.03 0.546
H -3.007 4.446 -3.424 -0.02 0.03 -0.01 0.464

> The highest multiplicity belongs to which entry?

C31H34BrF4PReSb